Entry w
Computed, not measured: a gas-phase ion, C6H16N (charge +1), with ωB97M-V with the def2-TZVPD basis set.

SMILES: CCCCCC[NH3+]
Gap between HOMO and LUMO, eV: 9.9
HOMO, Eh: -0.49769

ORCA input file:
```
! RIJCOSX wB97M-V def2-TZVPD def2/J DEFGRID3
* xyz 1 1
H -1.192 0.371 -3.612
C -1.527 -0.334 -1.640
H -0.013 0.862 -2.471
H 1.390 -0.525 -0.567
C 1.753 0.073 2.522
C 0.373 -0.480 -0.036
H 2.301 0.303 3.508
C -0.791 -1.173 -0.673
H -0.716 1.593 0.422
H -1.965 0.694 -1.377
H -1.448 -1.549 0.148
H -0.370 0.185 2.747
H 0.548 1.925 2.743
C 0.489 0.853 2.270
N -0.673 0.148 -2.792
C 0.220 0.918 0.632
H -0.102 -0.664 -3.175
H 1.611 -1.021 2.736
H 1.179 1.430 0.522
H 2.680 0.267 1.826
H 0.678 -1.096 0.829
H -2.439 -0.832 -2.040
H -0.535 -2.121 -1.145
*
```

=====

Entry x
Computed, not measured: a gas-phase ion, C6H16N (charge +1), with ωB97M-V with the def2-TZVPD basis set.

SMILES: CCCC[C@@H](C)[NH3+]
Gap between HOMO and LUMO, eV: 11.3
HOMO, Eh: -0.54444

ORCA input file:
```
! RIJCOSX wB97M-V def2-TZVPD def2/J DEFGRID3
* xyz 1 1
H 2.981 1.068 -0.479
H -2.452 -0.953 2.458
H -0.395 -0.069 2.254
H -2.471 0.877 0.737
H -1.872 -2.082 1.284
C -0.440 0.372 1.271
H 1.784 2.354 -0.456
H -0.018 0.934 -1.134
H -3.519 -1.307 1.151
H 1.894 -1.220 -1.771
N 1.069 -0.637 -1.919
C 0.930 0.471 -0.874
H -1.697 -0.279 -0.393
C 0.753 -0.179 0.488
H -0.388 1.458 1.375
H 1.191 -0.261 -2.861
C 2.074 1.438 -0.961
H 0.688 -1.268 0.509
C -2.469 -1.167 1.385
H 1.634 -0.101 1.118
C -1.812 0.016 0.655
H 2.324 1.718 -1.990
H 0.211 -1.183 -1.847
*
```

=====

Relative energies in kcal/mol: entry w 45.4; entry x 0.0

=====

Entry w
Computed, not measured: a gas-phase ion, C3H10N3 (charge +1), with ωB97M-V with the def2-TZVPD basis set.

SMILES: CN1[C@H](N)[C@@H]1[NH3+]
Gap between HOMO and LUMO, eV: 11.2
HOMO, Eh: -0.52164

ORCA input file:
```
! RIJCOSX wB97M-V def2-TZVPD def2/J DEFGRID3
* xyz 1 1
H 2.535 -0.118 1.099
H -0.458 0.930 -2.424
H -1.881 0.841 1.147
H -1.238 1.125 -0.526
H 1.669 -1.754 1.290
H -2.593 0.240 -0.256
H 0.925 -1.072 -1.477
H 1.466 -0.256 2.415
N 0.514 0.038 0.494
H -1.006 -1.716 0.477
C 0.310 -0.230 -0.879
N -0.057 1.020 -1.483
N -1.703 0.445 0.228
C 1.590 -0.586 1.261
C -0.718 -0.627 0.143
H 0.647 1.720 -1.512
*
```

=====

Entry x
Computed, not measured: 2 unconnected molecules or ions with the total composition C3H10N3, with ωB97M-V with the def2-TZVPD basis set.

Gap between HOMO and LUMO, eV: 9.4
HOMO, Eh: -0.47449

ORCA input file:
```
! RIJCOSX wB97M-V def2-TZVPD def2/J DEFGRID3
* xyz 1 1
H -3.564 1.668 -0.011
H -0.730 2.076 0.055
N -1.544 1.467 -0.029
H 2.007 -2.224 -1.834
H 2.636 -0.910 -0.955
N -0.015 -0.541 1.656
N 1.828 -1.295 -1.450
H 0.289 -0.390 2.603
H 1.627 -0.654 -2.218
H -2.562 3.227 0.294
H -0.255 -1.607 -0.901
C 0.697 -1.311 -0.492
C 0.937 -0.921 0.774
H -0.728 0.088 1.312
C -2.602 2.155 0.106
H 1.979 -0.828 1.091
*
```

=====

Relative energies in kcal/mol: entry w 12.9; entry x 0.0

=====

Entry w
Computed, not measured: 2 unconnected molecules or ions with the total composition C3H10N3, with ωB97M-V with the def2-TZVPD basis set.

Gap between HOMO and LUMO, eV: 9.6
HOMO, Eh: -0.50695

ORCA input file:
```
! RIJCOSX wB97M-V def2-TZVPD def2/J DEFGRID3
* xyz 1 1
H -2.300 0.110 -1.340
C 0.496 -1.281 0.465
N 1.685 0.118 -1.136
H 0.233 0.775 1.548
H -0.514 -0.885 2.388
C -0.146 -1.609 1.584
N -1.986 1.027 -0.950
C 1.031 0.044 0.036
H -0.486 -2.634 1.633
H -1.606 1.643 -1.739
H 0.857 -2.107 -0.108
H -2.947 1.455 -0.668
H 1.187 1.937 0.629
H 1.710 -0.737 -1.730
N 0.827 1.054 0.800
H 1.957 1.090 -1.411
*
```

=====

Entry x
Computed, not measured: 2 unconnected molecules or ions with the total composition C3H10N3, with ωB97M-V with the def2-TZVPD basis set.

Gap between HOMO and LUMO, eV: 10.4
HOMO, Eh: -0.50624

ORCA input file:
```
! RIJCOSX wB97M-V def2-TZVPD def2/J DEFGRID3
* xyz 1 1
H 1.574 1.393 1.278
H 2.198 -0.187 1.348
C 1.658 0.488 -0.774
H 2.249 -0.403 -1.356
H -2.743 0.156 -0.861
H -3.033 0.257 0.833
N 0.027 -1.395 -0.187
C 1.642 0.457 0.695
H 1.762 1.372 -1.236
N -2.223 0.088 0.026
C 0.525 -0.150 -0.087
N -1.167 1.051 -0.171
H -0.919 1.551 0.701
H -1.770 -0.891 0.292
H 0.201 -1.896 0.645
H 0.019 -1.892 -1.147
*
```

=====

Entry y
Computed, not measured: 2 unconnected molecules or ions with the total composition C3H10N3, with ωB97M-V with the def2-TZVPD basis set.

Gap between HOMO and LUMO (spin up / spin down), eV: 6.3 / 8.9
HOMO (spin up / spin down), Eh: -0.45890 / -0.47796

ORCA input file:
```
! RIJCOSX wB97M-V def2-TZVPD def2/J DEFGRID3
* xyz 1 1
H -1.030 -1.559 -1.330
H -1.901 0.023 -1.813
N -1.247 -0.289 0.087
C -1.600 -0.791 -1.088
H 2.827 -1.215 1.246
H 3.351 0.961 -0.274
H -2.556 1.452 0.328
H 1.468 -1.958 0.951
H -2.621 -1.125 -1.027
N 1.992 -1.157 0.701
H -0.949 1.712 0.890
H -1.892 0.647 1.860
H 1.859 1.703 -0.842
C 1.623 -0.102 0.028
N 2.328 0.861 -0.517
C -1.651 0.837 0.801
*
```

=====

Relative energies in kcal/mol: entry w 0.0; entry x 96.7; entry y 112.7